{"formula": "C32H49F5N2O8S2", "method": "ωB97M-V/def2-TZVPD", "elements": ["C", "S", "O", "O", "C", "C", "C", "C", "C", "C", "S", "C", "C", "F", "F", "C", "F", "F", "F", "C", "N", "C", "C", "N", "C", "H", "H", "H", "H", "H", "H", "H", "H", "H", "H", "H", "H", "H", "C", "C", "O", "C", "H", "H", "H", "H", "H", "H", "C", "C", "O", "C", "H", "H", "H", "H", "H", "H", "C", "C", "O", "C", "H", "H", "H", "H", "H", "H", "C", "C", "O", "C", "H", "H", "H", "H", "H", "H", "C", "C", "O", "C", "H", "H", "H", "H", "H", "H", "C", "C", "O", "C", "H", "H", "H", "H", "H", "H"], "coordinates": [[1.04, 5.35, 1.86], [1.24, 4.80, 0.11], [2.49, 5.36, -0.57], [0.06, 5.17, -0.79], [1.37, 2.93, 0.03], [2.72, 2.36, -0.42], [2.88, 0.78, -0.55], [4.36, 0.32, -1.01], [4.56, 0.77, -2.54], [5.33, -0.30, -3.46], [6.49, 0.65, -4.60], [1.71, -0.22, -0.24], [1.95, -1.78, -0.42], [0.78, -2.58, -0.57], [2.74, -2.11, -1.59], [2.67, -2.31, 0.95], [4.05, -2.55, 0.80], [2.35, -1.49, 2.08], [2.08, -3.59, 1.26], [0.35, 0.45, 0.27], [-0.71, -0.47, 0.62], [-1.90, 0.16, 1.05], [-2.01, 1.71, 1.16], [-1.03, 2.69, 0.84], [0.15, 1.98, 0.41], [2.06, 5.20, 2.37], [0.23, 4.68, 2.34], [0.74, 6.46, 1.82], [3.59, 3.06, -0.67], [4.60, -0.77, -0.79], [5.09, 0.96, -0.36], [3.54, 1.11, -2.96], [5.22, 1.72, -2.52], [5.90, -1.07, -2.83], [4.55, -0.77, -4.16], [6.74, 1.92, -4.08], [-2.79, -0.49, 1.38], [-3.02, 2.11, 1.56], [-7.14, 2.90, 0.99], [-6.20, 2.08, 0.14], [-5.56, 1.16, 0.62], [-6.08, 2.44, -1.31], [-7.13, 2.52, 2.01], [-6.82, 3.94, 0.99], [-8.16, 2.81, 0.60], [-5.72, 3.46, -1.41], [-7.05, 2.33, -1.80], [-5.37, 1.76, -1.80], [5.76, -3.81, -6.49], [6.84, -3.50, -5.50], [6.60, -2.93, -4.45], [8.24, -3.93, -5.84], [4.80, -3.45, -6.11], [5.97, -3.32, -7.44], [5.69, -4.89, -6.64], [8.57, -3.44, -6.76], [8.28, -5.02, -5.96], [8.92, -3.64, -5.04], [-8.91, 0.94, 5.63], [-7.94, 0.72, 4.50], [-8.32, 0.60, 3.35], [-6.47, 0.66, 4.83], [-9.93, 0.96, 5.23], [-8.83, 0.13, 6.35], [-8.70, 1.90, 6.11], [-6.28, -0.16, 5.52], [-6.16, 1.61, 5.28], [-5.90, 0.50, 3.92], [-4.01, -2.07, 4.72], [-2.94, -1.77, 5.73], [-3.19, -1.21, 6.78], [-1.53, -2.18, 5.39], [-4.97, -1.72, 5.10], [-3.79, -1.56, 3.78], [-4.07, -3.15, 4.56], [-1.20, -1.67, 4.48], [-1.48, -3.26, 5.25], [-0.86, -1.90, 6.20], [-1.64, 1.95, 6.74], [-0.69, 1.72, 5.59], [-1.10, 1.58, 4.45], [0.78, 1.66, 5.91], [-2.66, 1.96, 6.36], [-1.55, 1.14, 7.46], [-1.43, 2.91, 7.21], [0.98, 0.84, 6.60], [1.10, 2.61, 6.35], [1.34, 1.49, 4.99], [1.18, -3.45, -8.39], [2.65, -3.12, -8.48], [3.18, -2.40, -7.67], [3.42, -3.72, -9.63], [0.75, -2.95, -7.52], [0.66, -3.10, -9.29], [1.05, -4.53, -8.28], [3.01, -3.39, -10.58], [3.39, -4.81, -9.56], [4.46, -3.40, -9.57]], "mulliken_charge": [-0.838, 1.300, -0.688, -0.641, -0.108, -0.844, 0.194, -0.858, -0.576, -0.122, -0.255, 0.157, 0.588, -0.277, -0.205, 0.658, -0.228, -0.210, -0.269, 0.166, -0.436, -0.367, -0.252, -0.393, 0.462, 0.327, 0.278, 0.357, 0.365, 0.348, 0.456, 0.296, 0.127, 0.298, 0.225, 0.103, 0.469, 0.332, -0.846, 0.878, -0.524, -1.212, -0.002, 0.349, 0.359, 0.329, 0.358, 0.305, -0.840, 0.702, -0.487, -1.215, 0.223, 0.249, 0.367, 0.332, 0.344, 0.308, -1.206, 0.789, -0.547, -0.928, 0.332, 0.331, 0.321, 0.405, 0.356, 0.202, -0.595, 0.912, -0.581, -1.073, 0.042, -0.007, 0.425, 0.199, 0.424, 0.252, -0.993, 0.836, -0.467, -1.122, 0.127, 0.323, 0.397, 0.315, 0.352, 0.247, -1.138, 0.884, -0.530, -1.084, 0.296, 0.340, 0.326, 0.387, 0.303, 0.236], "homo_ev": -8.6145, "orbital_gap_ev": 7.345}

---

{"formula": "C32H49N2O3S4SbTl", "method": "ωB97M-V/def2-TZVPD", "elements": ["Tl", "C", "C", "S", "C", "C", "S", "C", "C", "S", "C", "C", "S", "H", "H", "H", "H", "H", "H", "H", "H", "H", "H", "H", "H", "H", "H", "H", "H", "C", "O", "C", "C", "C", "C", "C", "C", "N", "N", "C", "O", "C", "C", "C", "C", "C", "C", "C", "O", "H", "H", "H", "H", "H", "H", "H", "H", "H", "H", "H", "H", "C", "C", "C", "Sb", "C", "C", "C", "C", "C", "C", "H", "H", "H", "H", "H", "H", "H", "H", "H", "H", "H", "H", "H", "H", "H", "H", "H", "H", "H", "H", "H"], "coordinates": [[0.31, 0.18, -0.03], [1.18, 0.12, 4.09], [2.62, 0.22, 3.62], [2.86, 0.90, 1.94], [2.86, 2.71, 2.19], [1.57, 3.38, 2.62], [0.17, 3.04, 1.47], [-1.20, 2.94, 2.67], [-2.47, 2.40, 2.03], [-2.33, 0.78, 1.17], [-2.58, -0.42, 2.52], [-1.52, -0.49, 3.60], [0.15, -0.90, 2.95], [0.72, 1.10, 4.17], [1.16, -0.37, 5.06], [3.07, -0.77, 3.58], [3.19, 0.84, 4.32], [3.17, 3.09, 1.22], [3.64, 2.94, 2.92], [1.72, 4.46, 2.63], [1.27, 3.07, 3.63], [-1.40, 3.95, 3.04], [-0.88, 2.32, 3.51], [-2.79, 3.07, 1.23], [-3.26, 2.31, 2.77], [-2.65, -1.36, 1.99], [-3.54, -0.19, 2.98], [-1.78, -1.28, 4.30], [-1.44, 0.45, 4.13], [0.56, 4.72, -1.42], [0.90, 4.56, -2.78], [0.71, 3.40, -3.43], [1.06, 3.45, -4.77], [0.82, 2.38, -5.63], [0.22, 1.24, -5.14], [-0.07, 1.09, -3.78], [-0.58, -0.18, -3.40], [-0.85, -0.61, -2.20], [-1.22, -1.86, -2.07], [-1.60, -2.37, -0.90], [-1.42, -1.80, 0.20], [-2.12, -3.74, -0.98], [-2.41, -4.43, 0.20], [-2.81, -5.75, 0.15], [-2.95, -6.40, -1.07], [-2.69, -5.71, -2.24], [-2.27, -4.39, -2.20], [0.18, 2.18, -2.85], [-0.11, 2.09, -1.63], [0.66, 5.79, -1.23], [1.25, 4.17, -0.78], [-0.46, 4.40, -1.21], [1.49, 4.37, -5.13], [1.10, 2.46, -6.66], [0.00, 0.43, -5.82], [-0.79, -0.86, -4.23], [-2.31, -3.91, 1.14], [-3.01, -6.28, 1.07], [-3.25, -7.43, -1.10], [-2.81, -6.20, -3.20], [-2.05, -3.86, -3.11], [2.19, -6.05, -0.99], [1.23, -4.90, -1.22], [1.23, -4.45, -2.67], [1.56, -3.08, 0.05], [3.63, -2.31, -0.37], [4.68, -3.36, -0.66], [3.51, -1.33, -1.52], [1.78, -3.89, 2.14], [2.95, -4.82, 2.37], [0.45, -4.53, 2.52], [1.96, -6.84, -1.71], [2.08, -6.47, 0.00], [3.22, -5.75, -1.14], [0.23, -5.21, -0.94], [2.23, -4.18, -3.00], [0.58, -3.59, -2.81], [0.87, -5.25, -3.31], [3.88, -1.77, 0.55], [4.47, -3.86, -1.60], [4.74, -4.11, 0.13], [5.65, -2.89, -0.74], [3.25, -1.85, -2.44], [4.45, -0.81, -1.68], [2.74, -0.58, -1.33], [1.92, -2.99, 2.73], [2.87, -5.72, 1.76], [2.96, -5.13, 3.41], [3.89, -4.33, 2.15], [0.24, -5.39, 1.89], [-0.35, -3.80, 2.42], [0.48, -4.87, 3.55]], "mulliken_charge": [0.924, -0.632, -1.085, 0.245, -1.077, -0.898, 0.304, -0.568, -1.181, 0.240, -0.278, -1.212, 0.609, -0.056, 0.538, 0.401, 0.564, 0.383, 0.523, 0.538, 0.481, 0.546, -0.023, 0.477, 0.528, -0.303, 0.709, 0.583, 0.467, -0.485, -0.473, 0.218, -0.714, -0.604, -1.063, 1.161, -0.626, -0.007, -0.164, -0.669, 0.088, 0.462, -0.131, -0.844, -0.468, -0.794, -0.036, 0.752, -0.455, 0.297, 0.169, 0.248, 0.465, 0.417, 0.426, 0.307, 0.317, 0.447, 0.416, 0.442, 0.458, -1.397, 1.339, -1.395, -0.175, 0.692, -1.606, -1.197, 0.909, -1.462, -1.106, 0.474, 0.323, 0.210, -0.512, 0.323, 0.144, 0.457, 0.285, 0.291, 0.309, 0.475, 0.250, 0.511, 0.012, -0.227, 0.195, 0.474, 0.347, 0.292, -0.067, 0.524], "homo_ev": [-9.6468, -9.7844], "orbital_gap_ev": [4.544, 5.283], "charge": 1}

---

{"formula": "C32H49N4SSbSi4Ti", "method": "ωB97M-V/def2-TZVPD", "elements": ["Ti", "C", "C", "C", "C", "C", "C", "N", "Sb", "C", "C", "C", "C", "C", "C", "N", "C", "C", "C", "C", "C", "C", "N", "H", "H", "H", "H", "H", "H", "H", "H", "H", "H", "H", "H", "H", "H", "H", "H", "H", "H", "S", "C", "C", "C", "C", "C", "N", "H", "H", "H", "H", "C", "Si", "C", "C", "Si", "Si", "C", "C", "C", "Si", "C", "C", "C", "H", "H", "H", "H", "H", "H", "H", "H", "H", "H", "H", "H", "H", "H", "H", "H", "H", "H", "H", "H", "H", "H", "H", "H", "H", "H", "H"], "coordinates": [[-3.55, -5.65, 17.67], [-3.62, -8.33, 19.81], [-4.99, -8.19, 19.13], [-6.08, -8.93, 19.59], [-7.32, -8.80, 18.94], [-7.47, -7.95, 17.85], [-6.30, -7.18, 17.48], [-5.10, -7.29, 18.11], [-6.62, -5.45, 16.25], [-6.24, -4.36, 18.09], [-7.39, -3.58, 18.43], [-7.58, -3.20, 19.75], [-6.56, -3.41, 20.63], [-5.36, -4.00, 20.23], [-4.19, -4.07, 21.17], [-5.32, -4.60, 19.01], [-4.83, -5.63, 15.01], [-5.08, -5.63, 13.67], [-3.99, -5.86, 12.79], [-2.79, -6.18, 13.33], [-2.60, -6.09, 14.69], [-1.20, -6.28, 15.13], [-3.61, -5.83, 15.52], [-3.66, -8.95, 20.68], [-3.30, -7.32, 20.07], [-2.83, -8.71, 19.15], [-6.01, -9.65, 20.39], [-8.17, -9.42, 19.26], [-8.36, -7.96, 17.23], [-8.11, -3.41, 17.67], [-8.48, -2.69, 20.05], [-6.61, -3.12, 21.68], [-3.31, -3.51, 20.80], [-3.94, -5.11, 21.42], [-4.40, -3.60, 22.15], [-6.08, -5.47, 13.29], [-4.14, -5.81, 11.69], [-1.99, -6.27, 12.61], [-0.58, -6.18, 14.25], [-0.89, -5.61, 15.91], [-0.94, -7.29, 15.41], [-1.84, -5.01, 19.11], [-0.13, -4.67, 18.58], [0.61, -3.84, 19.44], [1.96, -3.63, 19.15], [2.46, -4.07, 17.94], [1.61, -4.79, 17.13], [0.34, -5.17, 17.45], [0.15, -3.43, 20.31], [2.57, -3.09, 19.90], [3.49, -3.91, 17.63], [2.06, -5.15, 16.24], [-1.97, -2.84, 15.92], [-3.55, -3.02, 16.96], [-3.66, -1.87, 18.47], [-4.83, -2.37, 15.77], [-2.13, -7.87, 17.25], [0.02, -8.72, 18.14], [1.28, -8.78, 16.77], [-0.36, -10.45, 18.71], [0.61, -7.90, 19.69], [-2.98, -9.66, 15.94], [-1.65, -10.04, 14.65], [-4.50, -9.16, 14.99], [-3.44, -11.04, 17.09], [-1.83, -1.82, 15.61], [-2.22, -3.39, 14.99], [-1.13, -3.31, 16.39], [-3.75, -0.83, 18.13], [-2.77, -2.01, 19.07], [-4.62, -2.04, 18.99], [-4.32, -1.62, 15.19], [-5.69, -1.86, 16.28], [-5.23, -3.12, 15.07], [1.16, -9.49, 15.95], [2.25, -9.02, 17.23], [1.47, -7.79, 16.29], [-0.54, -11.09, 17.87], [-1.16, -10.56, 19.42], [0.54, -10.78, 19.23], [1.04, -6.91, 19.60], [1.32, -8.62, 20.12], [-0.25, -7.74, 20.33], [-1.50, -9.09, 14.07], [-1.96, -10.73, 13.86], [-0.68, -10.36, 15.03], [-4.51, -8.29, 14.30], [-5.33, -8.98, 15.61], [-4.78, -10.00, 14.27], [-2.69, -11.81, 17.12], [-4.35, -11.55, 16.74], [-3.61, -10.62, 18.06]], "mulliken_charge": [-0.924, -0.688, 0.658, -0.852, -0.728, -1.099, -0.071, 1.295, 1.176, -0.003, -1.170, -0.947, -0.707, 0.074, -1.124, 1.210, -0.799, -0.916, -0.951, -0.940, 1.158, -2.087, 2.527, 0.775, -0.451, -0.742, 0.571, 0.423, 0.581, 0.720, 0.487, 0.544, -0.001, 0.241, 0.577, 0.620, 0.421, 0.543, 0.703, -0.409, 0.026, -0.315, 0.259, -0.854, -0.565, -0.846, -0.577, 0.443, 0.582, 0.422, 0.462, 0.420, -0.987, 1.187, -1.020, -1.008, 0.369, 1.404, -1.114, -1.312, -1.088, 0.940, -1.067, -0.967, -1.127, 0.594, 0.175, -0.027, 0.468, 0.200, 0.298, 0.455, 0.293, 0.146, 0.335, 0.484, 0.177, 0.225, 0.369, 0.461, 0.251, 0.539, 0.230, 0.197, 0.475, 0.318, 0.230, 0.255, 0.485, 0.414, 0.433, 0.158], "homo_ev": [-12.4905, -12.7543], "orbital_gap_ev": [6.410, 6.566], "charge": 2}